# C8H9NO

One molecule with the formula C8H9NO at a distorted geometry (wB97M-V/def2-TZVPD, the OMol25 dataset).

```
19
Properties=species:S:1:pos:R:3:mulliken_charge:R:1
C 2.814 0.527 0.365 -0.3579
C 1.935 0.032 1.388 -0.7449
C 2.066 1.181 -0.604 -0.5048
C 0.734 0.414 0.944 -0.2647
C -1.551 1.274 0.195 0.5875
C -0.460 1.392 -0.895 -0.7920
C -1.696 -0.054 0.843 -0.0772
C -1.763 -1.412 0.179 -1.0609
N 0.762 0.914 -0.303 0.3316
O -2.141 2.250 0.639 -0.5865
H 3.901 0.545 0.266 0.3514
H 2.309 -0.433 2.230 0.5108
H 2.493 1.646 -1.399 0.4918
H -0.831 0.859 -1.695 0.3405
H -0.447 2.366 -1.253 0.4386
H -2.117 -0.146 1.897 0.3586
H -0.731 -1.641 -0.319 0.2524
H -2.577 -1.497 -0.471 0.3152
H -1.854 -2.097 0.949 0.4106
```

Results
- energy above the lowest of the compared OMol25 structures with the same formula, charge and spin (kcal/mol) = 125.5
- 2S+1 = 1

# C4H4O

One molecule with the formula C4H4O at a distorted geometry (wB97M-V/def2-TZVPD, the OMol25 dataset).

```
9
Properties=species:S:1:pos:R:3:mulliken_charge:R:1
C -2.246 0.129 -0.158 0.2673
C -1.073 -0.038 0.107 -0.6741
C 0.280 -0.144 0.529 0.0042
C 1.359 0.698 -0.040 -0.3422
H -3.294 0.180 -0.381 0.4098
H 0.415 -0.567 1.543 0.2671
H 1.177 1.367 -0.889 0.2415
H 2.308 0.905 0.520 0.2223
O 1.185 -0.720 -0.428 -0.3958
```

Results
- energy above the lowest of the compared OMol25 structures with the same formula, charge and spin (kcal/mol) = 61.2
- 2S+1 = 1

# C10H16O

A 2-piece molecular cluster, C10H16O overall at a distorted geometry (wB97M-V/def2-TZVPD, the OMol25 dataset).

```
27
Properties=species:S:1:pos:R:3:mulliken_charge:R:1
C -1.845 -2.401 -0.163 -1.5946
C 0.125 -0.277 2.306 -0.3374
C -0.941 -0.879 1.638 -0.4712
C 1.415 -0.465 1.837 0.2296
C -0.708 -1.680 0.533 0.7645
C 1.633 -1.146 0.654 -0.3153
C 0.569 -1.773 -0.001 -0.6689
O 2.488 -0.007 2.582 -0.5638
H -0.047 0.371 3.155 0.3959
H -1.902 -0.598 2.017 0.3872
H 3.060 -0.763 2.814 0.3337
H 2.613 -1.165 0.187 0.3679
H -1.560 -2.592 -1.195 0.3849
H -2.786 -1.858 -0.200 0.3436
H 0.775 -2.417 -0.843 0.3690
H -2.024 -3.391 0.276 0.3692
C -0.509 2.280 -1.198 -0.1392
C 0.966 2.499 -0.898 -0.9760
C -0.800 1.109 -2.119 -1.0513
H -1.025 2.137 -0.256 0.2210
H -0.937 3.207 -1.571 0.3393
H 1.296 1.853 -0.079 0.0808
H 1.159 3.539 -0.639 0.3470
H -0.842 1.328 -3.194 0.3818
H -0.054 0.303 -2.102 0.2438
H 1.629 2.174 -1.687 0.3208
H -1.746 0.613 -1.854 0.2378
```

Results
- energy above the lowest of the compared OMol25 structures with the same formula, charge and spin (kcal/mol) = 24.7
- 2S+1 = 1

# C6H13O4Tl

C6H13O4Tl as an isolated structure at a distorted geometry (wB97M-V/def2-TZVPD, the OMol25 dataset).

```
24
Properties=species:S:1:pos:R:3:mulliken_charge:R:1
O -2.465 0.555 -1.201 -0.6688
C -1.950 -0.581 -0.683 0.0401
C -1.606 -0.568 0.715 -0.2937
O -2.307 0.406 1.441 -0.3413
C -1.887 0.583 2.778 -0.6343
Tl -3.122 1.951 0.048 0.3482
H -2.492 -1.500 -0.973 0.3221
H -1.656 -1.536 1.233 0.4026
H -2.567 1.310 3.240 0.2592
H -1.943 -0.365 3.333 0.2753
H -0.857 0.972 2.802 0.3049
H -0.502 -0.998 -1.310 0.3271
H 0.020 -0.785 0.581 -0.1335
O 0.847 -1.319 -1.356 -0.6102
C 4.074 0.465 1.640 -0.6752
O 3.136 -0.517 1.277 -0.3144
C 2.522 -0.267 0.042 -0.3519
C 1.360 -1.213 -0.151 0.0431
H 4.516 0.206 2.614 0.2394
H 4.871 0.510 0.884 0.2853
H 3.595 1.458 1.713 0.2928
H 3.243 -0.398 -0.787 0.3372
H 2.140 0.772 -0.012 0.2517
H 1.572 -2.195 0.316 0.2943
```

Results
- energy above the lowest of the compared OMol25 structures with the same formula, charge and spin (kcal/mol) = 138.4
- 2S+1 = 1

# C5H10O

One molecule with the formula C5H10O (wB97M-V/def2-TZVPD, the OMol25 dataset).

```
16
Properties=species:S:1:pos:R:3:mulliken_charge:R:1
C -2.024 -0.412 0.019 -1.3435
C -0.980 0.630 0.360 0.4172
C 0.270 0.124 1.088 -0.8985
C 1.033 0.624 -0.152 0.4606
C 1.794 -0.435 -0.945 -1.3565
O -0.201 1.013 -0.790 -0.4741
H -2.904 0.028 -0.459 0.3370
H -1.582 -1.139 -0.671 0.3006
H -2.346 -0.940 0.924 0.3309
H -1.436 1.513 0.829 0.3195
H 0.489 0.577 2.057 0.3060
H 0.297 -0.966 1.185 0.2482
H 1.658 1.512 0.012 0.4030
H 2.875 -0.270 -0.932 0.3603
H 1.604 -1.436 -0.544 0.3087
H 1.454 -0.422 -1.983 0.2805
```

Results
- energy above the lowest of the compared OMol25 structures with the same formula, charge and spin (kcal/mol) = 24.1
- 2S+1 = 1

# C21H26N2O3S2

One molecule with the formula C21H26N2O3S2 at a distorted geometry (wB97M-V/def2-TZVPD, the OMol25 dataset).

```
54
Properties=species:S:1:pos:R:3:mulliken_charge:R:1
C -7.515 -0.685 0.628 -0.9725
H -8.469 -0.684 0.289 0.4046
H -7.261 -0.186 1.512 0.3448
H -7.126 -1.730 0.441 0.2701
S -6.741 0.206 -0.840 -0.0869
C -5.129 0.312 -0.161 0.6880
C -4.643 -0.474 1.007 -1.2148
C -3.224 -0.246 1.012 0.0336
C -2.437 0.579 0.290 -0.1390
C -2.849 1.252 -0.677 0.1143
C -4.291 1.422 -0.947 -1.2391
H -4.756 1.895 -1.878 0.2569
H -2.201 1.757 -1.337 0.5245
S -0.611 0.673 0.754 1.2485
O -0.106 1.853 0.246 -0.6019
O -0.460 0.035 2.157 -0.7042
N 0.060 -0.669 -0.289 0.2064
C 0.316 -0.180 -1.610 -0.6324
C 1.801 -0.656 -2.139 -0.7425
H 2.484 -0.079 -1.614 0.1016
H 1.710 -0.824 -3.254 0.3734
C 1.743 -2.075 -1.309 0.6292
C 2.818 -2.075 -0.212 -0.2988
O 3.702 -2.908 -0.062 -0.7791
N 2.541 -1.147 0.469 0.7309
H 1.828 -0.683 0.614 -0.1069
C 3.402 -1.295 1.858 -0.8342
H 4.378 -1.450 1.622 0.5326
H 2.857 -1.602 2.860 0.2654
C 3.623 0.353 2.165 -1.4293
C 4.140 1.155 0.801 0.4232
C 3.265 1.761 -0.104 0.0532
C 3.818 2.376 -1.130 -0.4232
C 5.088 2.020 -1.532 -0.3901
C 5.912 1.345 -0.683 -0.6102
C 5.498 1.066 0.522 -0.1648
H 6.139 0.294 0.951 0.2747
H 6.978 1.282 -0.695 0.4226
H 5.472 2.619 -2.410 0.2878
H 3.014 3.041 -1.691 0.2047
H 2.343 1.864 0.455 0.4299
H 2.486 0.907 2.595 0.1276
H 4.179 0.488 2.959 0.8417
C 0.448 -2.921 -1.085 -1.0028
C -0.429 -1.837 -0.233 -1.9160
H -1.243 -2.121 -0.361 1.5952
H -0.041 -2.252 0.926 0.1749
H 0.775 -3.908 -0.621 0.4006
H -0.030 -2.829 -2.146 0.3495
H 2.201 -2.761 -2.153 0.3467
H -0.415 -0.391 -2.431 0.3034
H 0.450 1.005 -1.760 0.3056
H -2.587 -0.761 1.854 0.2144
H -5.116 -1.070 1.535 0.8081
```

Results
- energy above the lowest of the compared OMol25 structures with the same formula, charge and spin (kcal/mol) = 393.8
- 2S+1 = 1